[1]
# C19H27N3O3

A 2-piece molecular cluster, C19H27N3O3 overall in a non-equilibrium geometry (ωB97M-V/def2-TZVPD, OMol25).

```
52
Properties=species:S:1:pos:R:3:forces:R:3:mulliken_charge:R:1
C 3.74576 1.82932 4.67076 -0.28 0.03 -0.13 -0.278
O -0.83708 -4.27134 -2.85215 -0.23 0.35 0.03 -0.658
O -4.00663 -0.92869 -3.42463 0.42 0.25 0.64 -0.699
N 2.76012 2.03352 4.07996 -0.48 0.09 -0.44 0.209
O 2.66018 -0.63136 1.59196 0.69 -0.03 -0.30 -0.649
C -0.13809 -3.41907 -3.38115 0.23 -1.78 0.39 0.679
C -3.03243 -1.53996 -3.84663 -0.51 0.64 0.42 0.005
C 0.32730 -0.62238 0.99709 0.10 0.14 -1.25 -0.268
C 2.05307 -0.26789 -0.69241 -0.74 -0.04 0.21 -0.994
C -0.66420 -0.49368 0.00423 1.33 0.05 -0.19 -0.528
C 1.05950 -0.12439 -1.68001 -0.26 -0.43 1.55 -0.257
C 1.69067 -0.51615 0.64715 -1.21 0.34 -0.42 0.326
C -0.30169 -0.24959 -1.33580 0.11 -0.23 -0.04 0.709
N -3.17799 -2.14181 -5.03706 0.66 -0.70 -1.07 -0.155
N -0.52812 -2.15857 -3.56543 -0.99 1.25 -0.14 0.116
C 1.24178 -3.77657 -3.88116 -0.09 0.06 0.09 -1.270
C -2.29320 -3.03943 -5.77717 0.06 0.04 0.38 -0.717
C -0.35445 3.50594 5.32610 0.26 -0.06 0.10 -0.644
C 0.83438 4.31111 4.79277 -0.15 -0.17 -0.13 -0.667
C -0.04223 2.00663 5.33470 -0.01 0.14 -0.15 -0.868
C 1.24097 3.83401 3.39079 0.17 0.24 0.35 -1.123
C 0.36733 1.51603 3.93863 -0.01 0.02 0.41 -0.468
C 1.52600 2.32727 3.34332 0.09 0.04 0.28 0.249
C -1.37827 -0.18958 -2.40818 -0.05 0.19 0.24 -1.696
C -1.74314 -1.57491 -2.97778 0.36 -0.30 -0.06 0.313
H 2.36925 -0.34687 2.46160 -0.24 -0.07 0.06 0.304
H 0.04848 -0.83407 2.01722 -0.01 -0.01 0.16 0.495
H 3.09900 -0.17734 -0.94370 0.10 0.02 0.02 0.434
H -1.70765 -0.60383 0.26791 -0.05 0.02 0.01 0.452
H 1.34525 0.07351 -2.70232 0.05 0.07 -0.10 0.397
H -4.09600 -1.99924 -5.43032 0.02 0.06 0.22 0.293
H 0.11316 -1.53309 -4.01988 0.04 0.11 0.03 0.276
H 1.98199 -3.18663 -3.34277 0.15 0.06 -0.10 0.291
H 1.41962 -4.83528 -3.69432 -0.07 0.16 -0.04 0.356
H 1.30594 -3.57670 -4.94810 0.19 0.06 -0.13 0.319
H -2.08981 -3.93259 -5.18283 0.14 0.01 -0.14 0.240
H -1.36004 -2.53619 -6.03084 -0.02 -0.15 -0.08 0.225
H -2.78062 -3.35008 -6.70257 -0.06 0.14 0.15 0.345
H -0.59374 3.83609 6.34212 -0.07 -0.02 -0.13 0.325
H -1.23233 3.69270 4.69878 -0.02 0.01 0.03 0.320
H 0.57126 5.37299 4.75688 0.13 -0.09 -0.01 0.341
H 1.68376 4.20296 5.47557 -0.04 0.03 -0.04 0.335
H 0.76982 1.80902 6.04260 -0.06 -0.01 -0.03 0.342
H -0.92184 1.45156 5.67582 0.15 -0.03 -0.03 0.377
H 2.13011 4.38113 3.06237 -0.11 -0.10 -0.08 0.449
H 0.43465 4.06143 2.68695 0.04 -0.14 -0.03 0.388
H 0.65411 0.46228 3.99850 -0.04 0.01 -0.09 0.279
H -0.49353 1.58945 3.26682 0.13 0.03 -0.08 0.430
H 1.66474 2.02993 2.29845 0.25 -0.04 0.17 0.031
H -2.26636 0.26735 -1.97001 -0.10 -0.11 -0.26 0.466
H -1.04582 0.45585 -3.22199 0.00 0.11 -0.11 0.472
H -2.01294 -2.19283 -2.11985 0.00 -0.24 -0.11 0.353
```
Positions in Å, forces in eV/Å.

electronic energy: -1130.1910 Eh
relative energy (zero: lowest compared OMol25 entry of this formula, charge and spin): 2.675 eV
lowest unoccupied orbital energy: 0.52 eV


[2]
# C19H27N3O4

One molecule with the formula C19H27N3O4 (ωB97M-V/def2-TZVPD, OMol25).

```
53
Properties=species:S:1:pos:R:3:forces:R:3:mulliken_charge:R:1
C -6.59118 -4.39078 -1.43065 -0.14 -0.07 -0.11 -0.852
O -5.55880 -3.85800 -0.63758 0.19 0.10 0.16 -0.436
C -4.69913 -2.96547 -1.20064 0.17 0.13 0.02 0.727
C -3.70234 -2.46283 -0.36258 -0.30 -0.17 -0.19 -0.756
C -2.77602 -1.55402 -0.82395 0.08 0.05 0.06 -0.176
C -2.82509 -1.12137 -2.14686 -0.26 -0.25 0.07 0.300
N -1.91028 -0.20195 -2.68539 -0.09 0.03 -0.32 -0.049
C -0.90338 0.46101 -2.06871 0.10 0.23 -0.52 0.847
O -0.59397 0.35834 -0.90154 -0.04 -0.08 0.30 -0.648
C -0.14857 1.40229 -3.02397 0.04 0.34 0.27 -1.462
N 0.88651 2.09218 -2.29078 -0.18 -0.31 -0.55 0.128
C 2.11348 1.35681 -2.10094 0.20 -0.12 0.11 -0.921
C 0.48024 3.16334 -1.56427 0.21 0.30 0.09 0.941
O -0.57847 3.72122 -1.78918 -0.22 0.08 0.14 -0.680
C 1.38029 3.61451 -0.42180 -0.04 0.22 0.11 -1.034
N 1.49082 2.55521 0.55578 -0.37 0.20 -0.17 -0.070
C 2.67859 2.05016 0.95658 -0.30 -0.32 0.21 -0.006
O 3.73918 2.49284 0.55888 0.36 0.07 -0.04 -0.703
C 2.55884 0.92554 1.97216 0.49 0.20 -0.04 0.693
C 3.75283 -0.02259 1.86187 -0.23 -0.14 -0.05 -1.053
C 3.68720 -1.10429 2.93427 0.22 0.15 0.04 -0.679
C 3.63778 -0.47982 4.32505 -0.27 -0.20 -0.03 -0.647
C 2.44028 0.45778 4.44127 0.26 0.17 0.05 -0.684
C 2.50973 1.54602 3.37452 -0.29 -0.17 0.06 -0.979
C -3.81570 -1.62067 -2.98333 0.24 0.14 0.16 -1.012
C -4.74694 -2.53354 -2.52159 -0.21 -0.22 0.14 -0.332
H -7.26310 -3.60747 -1.79628 0.03 -0.02 0.00 0.338
H -7.14585 -5.06365 -0.77868 0.00 0.04 -0.09 0.242
H -6.19531 -4.95686 -2.28024 -0.02 0.03 0.02 0.333
H -3.67519 -2.80412 0.65969 0.02 -0.03 0.13 0.404
H -2.01494 -1.17248 -0.16537 0.02 0.01 0.02 0.551
H -2.06987 0.01696 -3.65951 0.13 0.06 0.17 0.207
H -0.84746 2.15108 -3.40868 0.05 -0.19 -0.04 0.447
H 0.28814 0.83932 -3.85218 -0.03 0.02 0.05 0.420
H 2.45443 0.99571 -3.07363 0.03 0.03 0.04 0.308
H 1.96078 0.49796 -1.44149 0.04 -0.01 0.00 0.247
H 2.89069 1.98722 -1.68033 0.04 0.00 0.00 0.449
H 2.39052 3.87123 -0.75050 -0.13 -0.03 0.02 0.506
H 0.91594 4.50013 0.02576 0.08 -0.12 -0.21 0.344
H 0.63266 2.09326 0.81560 0.13 -0.12 0.04 0.269
H 1.63174 0.37132 1.79106 -0.03 0.01 -0.01 0.371
H 4.66932 0.55969 1.97018 0.02 0.02 -0.06 0.303
H 3.76636 -0.47857 0.86925 0.08 0.04 -0.04 0.379
H 4.55724 -1.75852 2.85005 -0.05 -0.07 -0.03 0.367
H 2.79374 -1.71471 2.77978 -0.02 -0.10 0.00 0.331
H 4.55636 0.08416 4.50083 0.08 0.01 0.06 0.314
H 3.57352 -1.26255 5.08398 0.07 0.02 0.04 0.330
H 2.41900 0.91644 5.43203 -0.09 -0.02 0.02 0.344
H 1.51768 -0.11441 4.31680 -0.08 -0.02 0.04 0.349
H 3.40942 2.14716 3.52280 0.03 0.07 -0.02 0.344
H 1.64465 2.20835 3.45675 0.04 0.07 0.00 0.356
H -3.86547 -1.29242 -4.01246 -0.01 0.03 -0.11 0.305
H -5.50093 -2.89613 -3.20184 -0.08 -0.05 -0.03 0.389
```
Positions in Å, forces in eV/Å.

electronic energy: -1205.4921 Eh
relative energy (zero: lowest compared OMol25 entry of this formula, charge and spin): 0.825 eV
structure (SMILES): COc1ccc(NC(=O)CN(C)C(=O)CNC(=O)C2CCCCC2)cc1
lowest unoccupied orbital energy: 0.56 eV